1.
Entry from the Open Molecules 2025 dataset: a 2-piece molecular cluster, C27H30BN2O overall (wB97M-V/def2-TZVPD).

Charge   +1
E_LUMO   -3.92 eV
Electronic energy   -1256.20244 a.u.

Geometry as XYZ:
```
61
Properties=species:S:1:pos:R:3:nbo_charge:R:1
H 2.9164 4.3963 3.6185 0.216
H -5.9520 -5.6568 -1.1928 0.225
C 4.1217 -2.5801 -2.2594 -0.315
C 4.4853 -1.4835 -1.4671 0.373
C -2.2863 -3.1171 -1.4342 -0.233
H -6.0051 -5.1121 -2.8575 0.225
H -0.6466 1.0042 1.5295 0.258
H -0.5348 -2.4969 0.4929 0.219
C -0.5336 -0.8186 -0.8681 -0.062
O 3.6398 -0.9601 -0.4989 -0.524
H 1.9304 -2.6380 0.6518 0.238
C -3.0819 -4.2111 -1.7312 -0.201
C -4.4675 -4.1346 -1.7052 -0.010
H 1.0910 2.2383 2.7439 0.252
C -2.2531 3.9101 1.9368 0.081
N -2.0165 2.6218 1.5669 -0.605
C 2.0391 4.1825 4.2390 -0.414
C -4.2554 -1.7986 -1.0261 -0.221
C -5.0325 -2.9025 -1.3545 -0.201
H 2.2938 0.6548 -2.1396 0.237
H -2.4273 -0.1539 -0.0328 0.186
C 5.0641 -3.0746 -3.1664 -0.184
N 0.8603 4.7812 3.6657 -0.345
C -1.3313 4.6362 2.6364 -0.280
C 1.4603 -1.8793 0.0213 -0.273
C 1.6675 -0.0301 -1.5575 -0.250
C 0.0756 -1.7976 -0.0834 -0.158
H 7.6445 -0.9080 -2.5744 0.222
H 4.7994 -3.9331 -3.7823 0.221
H 2.1979 4.6035 5.2355 0.227
H -6.1177 -2.8634 -1.3371 0.212
B -3.2288 2.1218 0.9079 0.633
H -4.7509 -0.8581 -0.7725 0.203
C -0.0653 4.0719 2.9703 0.286
C 6.6633 -1.3796 -2.4856 -0.186
H -3.7388 1.2120 1.4835 -0.055
H -2.6361 -5.1703 -1.9643 0.212
H -4.6965 -6.1970 -2.3237 0.220
C 2.2524 -0.9886 -0.7145 0.284
H 1.7804 6.6495 3.5008 0.225
C -2.0495 -0.6670 -0.8961 -0.447
H 1.9249 3.1056 4.3312 0.217
H -3.4089 2.4434 -0.2179 -0.048
C -2.8572 -1.9063 -1.0517 0.037
H 0.6524 6.4820 4.8843 0.220
C 0.2785 0.0507 -1.6076 -0.198
C 0.8136 6.2267 3.8232 -0.414
H 7.0486 -2.8695 -3.9989 0.222
H -1.6433 5.6349 2.9338 0.250
H -2.2681 0.0300 -1.7242 0.220
C -0.8101 2.0333 1.8554 0.108
H -0.2013 0.8519 -2.1756 0.213
H -1.2163 -3.2668 -1.4972 0.218
C -5.3175 -5.3392 -2.0326 -0.633
C 5.7517 -0.8866 -1.5561 -0.290
H 3.1329 -3.0340 -2.1589 0.227
H 5.9855 -0.0503 -0.8974 0.225
C 6.3235 -2.4777 -3.2847 -0.235
H 0.0178 6.6776 3.2219 0.218
H -3.2349 4.2852 1.6380 0.236
C 0.1528 2.7352 2.5394 -0.285
```

---

2.
Entry from the Open Molecules 2025 dataset: C27H30BeN7SeSi as an isolated structure (wB97M-V/def2-TZVPD).

Charge   +1
E_LUMO   -4.14 eV
Electronic energy   -4135.84433 a.u.

Geometry as XYZ:
```
67
Properties=species:S:1:pos:R:3:nbo_charge:R:1
H 1.0540 -1.3195 -5.7651 0.226
H -0.3380 1.2525 -7.2736 0.227
C -3.0230 -4.0763 3.7288 -0.139
C 4.3799 0.5902 1.5139 -0.206
H -1.6079 1.0708 -6.0739 0.234
H -1.0549 0.8977 3.2264 0.222
H -0.3479 1.0620 5.6076 0.248
C -3.5868 -5.2144 3.1489 -0.162
C -1.5028 -2.2608 -0.4934 -0.064
C 2.1802 0.7580 2.7556 0.192
N -1.3306 -2.5675 0.8332 -0.344
C -3.0199 3.9844 -0.8559 -0.410
H -1.8737 -2.3197 3.4046 0.214
C -0.0099 0.8708 3.5053 0.074
N -0.2407 2.1118 0.3785 -0.723
C -1.4398 2.2256 -0.1644 0.263
H -0.7892 5.3268 0.2007 0.237
C -2.0428 -3.5061 1.6104 0.228
H -2.1360 -2.8284 -1.1416 0.244
C 2.9889 0.6897 1.5615 0.145
H -3.7943 -6.3892 1.3599 0.245
C 2.3627 1.6945 -5.4275 -1.117
H 3.7174 0.8599 4.2593 0.240
Be 0.6229 0.7298 0.7829 1.658
C 1.7550 0.9488 5.1026 -0.113
H -0.2075 -1.3116 -4.5397 0.225
C -0.7614 4.2561 0.1846 -0.047
C 2.6572 0.8475 4.0654 -0.209
Si 0.6470 1.0099 -4.9820 1.452
C -2.2625 -3.2234 2.9598 -0.238
C 2.8718 0.7082 -0.7554 0.146
H 2.4830 2.7056 -5.0533 0.242
N 2.2670 0.7352 0.4223 -0.655
H 3.1570 1.0832 -5.0101 0.219
H 4.6986 0.5631 -1.8570 0.252
H -3.0780 5.0625 -0.7240 0.227
H 2.0980 1.0340 6.1189 0.244
H -0.6280 -0.5784 -1.6330 0.293
C 0.2012 3.3830 0.5898 -0.077
H -0.1042 -1.6734 2.3317 0.216
H 2.2185 0.8082 -1.6100 0.272
C -4.4267 -6.0245 3.9529 0.249
H 1.1719 3.5800 0.9936 0.219
H -3.0582 3.7525 -1.9227 0.248
N 0.8531 0.7664 2.4990 -0.628
C -0.6457 1.5310 -6.2725 -1.111
C 0.7523 -0.8866 -4.8181 -1.110
C 4.2441 0.5919 -0.8795 -0.232
H -0.7820 2.6073 -6.2514 0.240
C -0.4816 -1.6549 1.3305 0.212
N -1.7909 3.5032 -0.2893 -0.303
H 2.4901 1.7164 -6.5042 0.231
H -2.3937 -4.8839 0.0000 0.236
C 0.3836 0.9629 4.8204 -0.236
H 1.4784 -1.1822 -4.0651 0.219
N -0.1322 -0.7740 0.4151 -0.683
C -2.5775 -4.6570 1.0397 -0.242
H 4.9541 0.5501 2.4244 0.231
H 6.0804 0.4154 0.2276 0.241
H -3.2053 -3.8528 4.7698 0.242
H -2.0532 1.4017 -0.4651 0.233
H -3.8672 3.5121 -0.3566 0.216
C -3.3556 -5.5077 1.8042 -0.120
C -0.7577 -1.1478 -0.7353 -0.073
C 5.0072 0.5205 0.2845 -0.121
N -5.1078 -6.6317 4.6437 -0.247
Se 0.0380 1.7928 -2.9366 -1.094
```

---

3.
Entry from the Open Molecules 2025 dataset: a 5-piece molecular cluster, C27H30F32N4O6PS overall (wB97M-V/def2-TZVPD).

Charge   +1
E_LUMO   -4.50 eV
Electronic energy   -5651.97791 a.u.

Geometry as XYZ:
```
101
Properties=species:S:1:pos:R:3:mulliken_charge:R:1
C -2.9251 2.3419 4.8482 0.827
C -6.4347 0.8743 5.3483 0.867
C -1.5529 -3.6715 -1.8268 0.181
H 2.3832 -2.2259 -3.3321 0.354
H -3.8048 1.1343 1.0210 0.344
H 1.4144 -0.3028 -1.9079 0.413
H -2.3374 -0.4848 -1.8414 -0.314
H -0.9482 -5.5322 -3.2655 0.317
H 7.7216 -6.1504 -2.7663 0.447
H -6.8157 2.9540 4.7262 0.313
C -2.9313 1.7121 0.7030 -0.285
F -5.1161 1.8872 7.0659 -0.195
F -1.7297 5.4826 3.2077 -0.259
F -5.5026 -0.0591 5.0166 -0.269
C -3.3963 2.4499 -2.8179 0.688
H 0.6459 -3.1110 0.2814 0.330
C 1.2085 3.6146 1.7904 -0.839
N -0.1204 -3.9677 -2.2764 0.797
H -1.9063 3.8491 -3.5766 0.265
C -6.3776 2.0271 4.3354 -0.754
F -2.2266 2.0386 1.8187 -0.212
H 1.4620 2.5907 2.0996 0.490
O 2.4659 4.2950 1.7669 -0.453
F -3.4759 4.8367 -2.8429 -0.262
F 1.8494 6.9501 2.7167 -0.200
H 3.7665 6.6698 2.2734 0.258
C 0.1808 4.1320 2.8075 0.823
C 0.4707 -2.6460 -2.7123 -0.131
C 9.0594 -2.0041 -3.0957 0.189
O -2.5401 1.3140 -2.7052 -0.470
F -3.1942 1.2655 5.6314 -0.250
F 4.5299 -3.2585 -1.6582 -0.285
H 0.6678 -5.1910 -3.6902 0.291
F -4.3766 2.3667 -1.8884 -0.266
C 8.7691 -3.2720 -3.9086 0.733
C -6.3035 1.2939 6.8080 0.074
P 0.8471 -4.8811 -1.0909 0.580
H -0.1505 -1.8025 -2.1398 -0.071
H -7.0393 1.7429 3.5050 0.429
H 0.7848 3.4972 0.7852 0.382
H 10.0261 -2.0712 -2.5925 0.254
F 9.0662 -0.9023 -3.8923 -0.250
H 7.0444 -5.2439 -4.0807 0.339
F 0.8358 4.6871 3.8624 -0.313
F -0.9257 1.5909 -0.5793 -0.265
F -0.3072 6.2160 1.7428 -0.244
C 2.0796 -1.2063 -1.5538 -0.821
H -4.9888 -2.5374 -3.2191 0.325
C -2.6944 -3.2287 -2.9663 -0.341
C -4.2083 3.0797 4.4462 0.620
H -7.1057 1.9799 7.0978 0.290
O 1.2569 -3.9247 0.3489 -0.439
H -1.4475 4.6098 1.4460 -0.108
O 8.7255 -4.4461 -3.0990 -0.388
H -1.3436 -4.0087 0.6257 0.295
H 3.2074 -0.8329 -1.6700 0.324
H 4.8122 -4.1312 -3.4199 0.292
C -0.8624 5.0870 2.2384 0.544
F -7.6484 0.2569 5.1897 -0.339
F 1.3704 5.5562 0.2316 -0.253
H 0.2087 -2.4882 -3.8580 0.203
F -4.0131 2.3276 -4.0236 -0.295
C -2.6286 3.7766 -2.7610 0.158
F -0.4733 3.0383 3.3129 -0.198
H -2.3819 -3.1541 -4.1060 0.322
F -3.3584 2.8788 0.1694 -0.289
F 7.6300 -3.1849 -4.6343 -0.268
F -3.9028 4.1154 3.6197 -0.188
O 2.4133 -5.4175 -1.7359 -0.424
H -3.8354 0.2764 -1.4122 0.508
N 1.9370 -2.4584 -2.3940 0.014
C -2.0639 -3.7140 -0.2504 -0.276
F 9.7691 -3.4809 -4.8062 -0.284
F -6.3740 0.2107 7.6264 -0.281
H 1.8986 -1.4386 -0.4210 0.188
F -1.9530 3.9111 -1.5906 -0.147
C -2.7691 0.4866 -1.5617 -0.161
F 5.7863 -5.7028 -1.5530 -0.314
F 3.5095 5.2602 0.0597 -0.304
F 5.9524 -2.5251 -3.1231 -0.246
H 3.0704 -4.7187 -1.3934 0.331
C -4.1912 -2.8797 -2.3984 -0.268
N -4.6710 -2.9037 -0.9749 -0.407
O -5.1107 2.2532 3.7122 -0.250
C 7.4681 -5.1265 -3.0755 -0.779
C -2.0647 0.9164 -0.2665 1.153
F 7.0954 -4.0540 -1.0035 -0.283
C 2.7998 6.7370 1.7702 0.152
S -0.0554 -6.5633 -0.5473 -0.263
F 8.1090 -1.7910 -2.1492 -0.203
F -4.8568 3.6248 5.5017 -0.295
C -3.6323 -3.3285 0.0241 -0.360
H -3.9840 -3.3748 1.1645 0.333
F -2.1015 3.1487 5.5687 -0.266
F -1.6542 -0.2271 0.3686 -0.247
F 2.8066 7.8387 0.9736 -0.256
C 5.3973 -3.6541 -2.6275 0.049
H -2.3807 1.9906 3.9693 -0.239
C 2.5095 5.4691 0.9573 0.792
N -0.2597 -4.7548 -3.4425 -0.804
C 6.4404 -4.6091 -2.0584 0.994
```

---

The highest electronic energy belongs to which entry?
C27H30BN2O

---

What did the first record say?
Entry from the Open Molecules 2025 dataset: a 2-piece molecular cluster, C27H30BN2O overall (wB97M-V/def2-TZVPD).

Charge   +1
E_LUMO   -3.92 eV
Electronic energy   -1256.20244 a.u.

Geometry as XYZ:
```
61
Properties=species:S:1:pos:R:3:nbo_charge:R:1
H 2.9164 4.3963 3.6185 0.216
H -5.9520 -5.6568 -1.1928 0.225
C 4.1217 -2.5801 -2.2594 -0.315
C 4.4853 -1.4835 -1.4671 0.373
C -2.2863 -3.1171 -1.4342 -0.233
H -6.0051 -5.1121 -2.8575 0.225
H -0.6466 1.0042 1.5295 0.258
H -0.5348 -2.4969 0.4929 0.219
C -0.5336 -0.8186 -0.8681 -0.062
O 3.6398 -0.9601 -0.4989 -0.524
H 1.9304 -2.6380 0.6518 0.238
C -3.0819 -4.2111 -1.7312 -0.201
C -4.4675 -4.1346 -1.7052 -0.010
H 1.0910 2.2383 2.7439 0.252
C -2.2531 3.9101 1.9368 0.081
N -2.0165 2.6218 1.5669 -0.605
C 2.0391 4.1825 4.2390 -0.414
C -4.2554 -1.7986 -1.0261 -0.221
C -5.0325 -2.9025 -1.3545 -0.201
H 2.2938 0.6548 -2.1396 0.237
H -2.4273 -0.1539 -0.0328 0.186
C 5.0641 -3.0746 -3.1664 -0.184
N 0.8603 4.7812 3.6657 -0.345
C -1.3313 4.6362 2.6364 -0.280
C 1.4603 -1.8793 0.0213 -0.273
C 1.6675 -0.0301 -1.5575 -0.250
C 0.0756 -1.7976 -0.0834 -0.158
H 7.6445 -0.9080 -2.5744 0.222
H 4.7994 -3.9331 -3.7823 0.221
H 2.1979 4.6035 5.2355 0.227
H -6.1177 -2.8634 -1.3371 0.212
B -3.2288 2.1218 0.9079 0.633
H -4.7509 -0.8581 -0.7725 0.203
C -0.0653 4.0719 2.9703 0.286
C 6.6633 -1.3796 -2.4856 -0.186
H -3.7388 1.2120 1.4835 -0.055
H -2.6361 -5.1703 -1.9643 0.212
H -4.6965 -6.1970 -2.3237 0.220
C 2.2524 -0.9886 -0.7145 0.284
H 1.7804 6.6495 3.5008 0.225
C -2.0495 -0.6670 -0.8961 -0.447
H 1.9249 3.1056 4.3312 0.217
H -3.4089 2.4434 -0.2179 -0.048
C -2.8572 -1.9063 -1.0517 0.037
H 0.6524 6.4820 4.8843 0.220
C 0.2785 0.0507 -1.6076 -0.198
C 0.8136 6.2267 3.8232 -0.414
H 7.0486 -2.8695 -3.9989 0.222
H -1.6433 5.6349 2.9338 0.250
H -2.2681 0.0300 -1.7242 0.220
C -0.8101 2.0333 1.8554 0.108
H -0.2013 0.8519 -2.1756 0.213
H -1.2163 -3.2668 -1.4972 0.218
C -5.3175 -5.3392 -2.0326 -0.633
C 5.7517 -0.8866 -1.5561 -0.290
H 3.1329 -3.0340 -2.1589 0.227
H 5.9855 -0.0503 -0.8974 0.225
C 6.3235 -2.4777 -3.2847 -0.235
H 0.0178 6.6776 3.2219 0.218
H -3.2349 4.2852 1.6380 0.236
C 0.1528 2.7352 2.5394 -0.285
```

---

What did the first record say?
Entry from the Open Molecules 2025 dataset: a 2-piece molecular cluster, C27H30BN2O overall (wB97M-V/def2-TZVPD).

Charge   +1
E_LUMO   -3.92 eV
Electronic energy   -1256.20244 a.u.

Geometry as XYZ:
```
61
Properties=species:S:1:pos:R:3:nbo_charge:R:1
H 2.9164 4.3963 3.6185 0.216
H -5.9520 -5.6568 -1.1928 0.225
C 4.1217 -2.5801 -2.2594 -0.315
C 4.4853 -1.4835 -1.4671 0.373
C -2.2863 -3.1171 -1.4342 -0.233
H -6.0051 -5.1121 -2.8575 0.225
H -0.6466 1.0042 1.5295 0.258
H -0.5348 -2.4969 0.4929 0.219
C -0.5336 -0.8186 -0.8681 -0.062
O 3.6398 -0.9601 -0.4989 -0.524
H 1.9304 -2.6380 0.6518 0.238
C -3.0819 -4.2111 -1.7312 -0.201
C -4.4675 -4.1346 -1.7052 -0.010
H 1.0910 2.2383 2.7439 0.252
C -2.2531 3.9101 1.9368 0.081
N -2.0165 2.6218 1.5669 -0.605
C 2.0391 4.1825 4.2390 -0.414
C -4.2554 -1.7986 -1.0261 -0.221
C -5.0325 -2.9025 -1.3545 -0.201
H 2.2938 0.6548 -2.1396 0.237
H -2.4273 -0.1539 -0.0328 0.186
C 5.0641 -3.0746 -3.1664 -0.184
N 0.8603 4.7812 3.6657 -0.345
C -1.3313 4.6362 2.6364 -0.280
C 1.4603 -1.8793 0.0213 -0.273
C 1.6675 -0.0301 -1.5575 -0.250
C 0.0756 -1.7976 -0.0834 -0.158
H 7.6445 -0.9080 -2.5744 0.222
H 4.7994 -3.9331 -3.7823 0.221
H 2.1979 4.6035 5.2355 0.227
H -6.1177 -2.8634 -1.3371 0.212
B -3.2288 2.1218 0.9079 0.633
H -4.7509 -0.8581 -0.7725 0.203
C -0.0653 4.0719 2.9703 0.286
C 6.6633 -1.3796 -2.4856 -0.186
H -3.7388 1.2120 1.4835 -0.055
H -2.6361 -5.1703 -1.9643 0.212
H -4.6965 -6.1970 -2.3237 0.220
C 2.2524 -0.9886 -0.7145 0.284
H 1.7804 6.6495 3.5008 0.225
C -2.0495 -0.6670 -0.8961 -0.447
H 1.9249 3.1056 4.3312 0.217
H -3.4089 2.4434 -0.2179 -0.048
C -2.8572 -1.9063 -1.0517 0.037
H 0.6524 6.4820 4.8843 0.220
C 0.2785 0.0507 -1.6076 -0.198
C 0.8136 6.2267 3.8232 -0.414
H 7.0486 -2.8695 -3.9989 0.222
H -1.6433 5.6349 2.9338 0.250
H -2.2681 0.0300 -1.7242 0.220
C -0.8101 2.0333 1.8554 0.108
H -0.2013 0.8519 -2.1756 0.213
H -1.2163 -3.2668 -1.4972 0.218
C -5.3175 -5.3392 -2.0326 -0.633
C 5.7517 -0.8866 -1.5561 -0.290
H 3.1329 -3.0340 -2.1589 0.227
H 5.9855 -0.0503 -0.8974 0.225
C 6.3235 -2.4777 -3.2847 -0.235
H 0.0178 6.6776 3.2219 0.218
H -3.2349 4.2852 1.6380 0.236
C 0.1528 2.7352 2.5394 -0.285
```